Entry 1:
Molecular formula: C25H36BN10Ti
Method: DFT, ωB97M-V with the def2-TZVPD basis set

```
73
Properties=species:S:1:pos:R:3:forces:R:3:lowdin_charge:R:1
Ti -0.52235 1.00117 0.41207 -1.231 -1.339 -0.705 0.93
C 2.34290 2.01988 -2.59127 0.116 0.044 0.001 -0.02
C 1.11627 1.46837 -2.24950 -0.149 -0.069 0.020 -0.14
N 0.97033 1.39904 -0.91935 1.366 0.716 -0.790 -0.07
N 2.11448 1.92182 -0.39466 -0.080 -0.084 0.354 -0.02
C 2.94187 2.29895 -1.37095 0.106 0.015 -0.112 -0.04
B 2.22008 2.19777 1.12912 -0.157 0.069 0.040 -0.45
N 1.08596 3.21639 1.50393 -0.036 -0.483 -0.079 -0.01
C 1.16103 4.33698 2.22145 0.076 0.193 0.060 -0.05
C -0.12152 4.76793 2.51974 0.080 0.107 0.074 -0.03
C -0.94363 3.81247 1.94162 -0.048 -0.024 -0.121 -0.11
N -0.22464 2.86916 1.32283 0.313 0.772 0.258 -0.04
N 1.91863 0.90428 1.96068 -0.109 0.204 -0.158 -0.01
C 2.58519 0.41900 3.01750 0.127 0.029 0.025 -0.05
C 1.78152 -0.49584 3.67297 0.040 -0.020 0.054 -0.03
C 0.59637 -0.49651 2.94182 -0.051 0.086 -0.108 -0.12
N 0.67840 0.34439 1.90560 1.276 -0.416 1.328 -0.07
H 2.73841 2.19602 -3.57968 -0.045 -0.024 0.137 0.11
H 0.33343 1.10972 -2.89980 0.006 0.011 0.020 0.11
H 3.89709 2.75000 -1.13821 -0.130 -0.081 -0.037 0.14
H 3.30608 2.63451 1.40302 -0.202 -0.058 -0.027 0.13
H 2.12210 4.76172 2.46995 -0.075 -0.034 0.002 0.13
H -0.41300 5.64699 3.07279 0.045 -0.109 -0.066 0.11
H -2.02043 3.77233 1.94269 -0.011 -0.005 -0.009 0.11
H 3.58551 0.76423 3.23726 -0.122 -0.030 -0.015 0.14
H 2.01781 -1.07259 4.55402 -0.025 0.079 -0.120 0.11
H -0.30295 -1.06896 3.10346 0.011 -0.004 -0.003 0.10
C -2.79200 1.04024 -3.40623 0.067 -0.053 -0.048 -0.06
C -3.02221 1.72685 -2.06081 0.050 -0.088 -0.027 -0.36
C -2.25593 3.05042 -1.95941 0.047 0.065 0.031 -0.05
C -2.78604 0.80421 -0.87103 -0.127 0.261 0.155 -0.22
C -2.68253 1.35042 0.43391 -1.094 -0.049 -0.018 -0.19
C -2.64728 0.49630 1.56527 -0.292 0.283 -0.117 -0.09
C -2.81185 -0.87854 1.43172 0.181 -0.114 0.014 -0.27
C -2.94051 -1.76214 2.64038 -0.011 0.002 -0.033 -0.03
C -2.92514 -1.40806 0.14565 -0.055 0.040 -0.052 -0.04
C -2.88166 -0.58435 -0.97571 0.195 -0.105 0.046 -0.01
H -2.89322 1.76320 -4.21659 0.009 -0.035 0.045 0.09
H -3.51663 0.24672 -3.59434 0.019 0.031 0.021 0.08
H -1.79325 0.59509 -3.47377 -0.043 0.063 0.010 0.07
H -4.08456 1.97891 -2.00980 -0.112 0.025 -0.052 0.15
H -1.20497 2.91724 -1.68732 0.012 -0.070 -0.029 0.06
H -2.69943 3.72583 -1.22655 0.033 -0.027 0.011 0.08
H -2.26891 3.56712 -2.91991 -0.054 -0.003 0.045 0.09
H -2.88215 2.40124 0.57376 0.144 0.145 0.024 0.10
H -2.63497 0.93488 2.55314 0.020 0.048 0.122 0.13
H -3.99704 -1.92665 2.86175 0.000 -0.019 -0.018 0.10
H -2.49685 -1.30906 3.52557 0.002 0.029 0.004 0.08
H -2.48703 -2.73940 2.47458 0.008 -0.004 -0.005 0.09
H -3.07198 -2.47444 0.02038 -0.008 0.058 0.011 0.13
H -2.97856 -1.03883 -1.95340 0.005 0.009 0.012 0.12
C -0.05746 -2.86785 -0.04264 0.247 -0.036 0.093 -0.18
N 0.78070 -1.69498 -0.38172 -0.342 -0.141 -0.227 -0.08
C 2.08320 -1.86562 0.30153 0.004 -0.028 -0.174 -0.18
N 2.74701 -3.11357 -0.06558 -0.139 -0.011 -0.077 -0.08
C 1.86135 -4.22891 0.29292 -0.042 0.132 -0.105 -0.16
N 0.56283 -4.14144 -0.39370 0.107 0.125 -0.006 -0.08
C 0.80500 -4.13594 -1.84271 0.065 0.100 0.092 -0.16
N 1.66643 -3.01856 -2.24822 0.005 0.012 0.166 -0.08
C 1.03953 -1.76509 -1.84096 0.019 -0.127 0.124 -0.18
C 2.93983 -3.13521 -1.52220 -0.112 -0.007 0.072 -0.16
H -1.00215 -2.78085 -0.57360 0.018 -0.027 -0.050 0.10
H -0.25013 -2.85085 1.03370 -0.031 -0.004 0.029 0.12
H 1.91849 -1.84956 1.37709 0.044 -0.075 0.001 0.10
H 2.72134 -1.02361 0.03033 0.050 0.036 -0.022 0.13
H 1.69680 -4.22039 1.37157 -0.022 0.012 0.022 0.13
H 2.34404 -5.16743 0.02369 0.007 -0.037 -0.025 0.13
H -0.15119 -4.05662 -2.36232 -0.028 0.011 -0.013 0.13
H 1.27776 -5.07469 -2.13034 0.027 -0.012 0.002 0.13
H 0.08944 -1.64097 -2.36680 -0.037 -0.033 -0.033 0.12
H 1.70276 -0.94681 -2.10974 0.050 0.053 -0.035 0.10
H 3.58920 -2.30750 -1.80834 0.018 0.045 -0.007 0.13
H 3.42498 -4.06997 -1.80232 0.000 -0.027 -0.002 0.13
```
Positions in Å, forces in eV/Å.

- Molar mass: 535.3 g mol⁻¹
- ⟨S²⟩: 2.014
- 2S+1: 3
- HOMO-LUMO gap (spin up / spin down): 7.18 / 8.20 eV
- Calculated total energy: -2396.029991 Ha
- Charge: +1

Entry 2:
Molecular formula: C6H12O
Method: DFT, ωB97M-V with the def2-TZVPD basis set

```
19
Properties=species:S:1:pos:R:3:forces:R:3:lowdin_charge:R:1
C 2.76647 0.38348 0.59416 0.050 0.106 0.021 -0.12
C 1.45150 -0.23518 0.14587 -0.023 -0.051 -0.006 -0.27
C 0.52547 0.77171 -0.55317 0.139 -0.027 -0.161 -0.22
C -0.80208 0.14449 -0.94045 0.026 0.053 0.041 -0.15
C -1.66338 0.03505 0.30070 -0.027 0.212 0.300 -0.47
C -2.79111 -0.94235 0.26222 -0.179 -0.001 0.071 -0.02
O -1.47048 0.72614 1.28070 -0.063 -0.258 -0.357 0.07
H 3.42051 -0.34967 1.08141 -0.143 0.141 -0.090 0.07
H 2.56846 1.19356 1.30186 0.136 -0.031 -0.045 0.08
H 3.30288 0.79908 -0.26579 -0.004 0.001 0.142 0.07
H 0.95341 -0.67846 1.01836 -0.056 0.127 -0.158 0.11
H 1.67261 -1.06776 -0.53855 -0.161 0.146 0.032 0.11
H 1.02070 1.16558 -1.44385 0.084 0.011 0.027 0.11
H 0.26509 1.62380 0.09605 0.447 -0.299 -0.126 0.12
H -0.70734 -0.83898 -1.42670 0.051 0.198 0.185 0.12
H -1.34813 0.77614 -1.65777 0.038 -0.070 0.158 0.13
H -3.37608 -0.76685 -0.64518 -0.052 -0.172 0.080 0.09
H -3.38901 -0.77335 1.15573 -0.144 -0.243 -0.103 0.08
H -2.39950 -1.96642 0.23438 -0.122 0.157 -0.011 0.09
```
Positions in Å, forces in eV/Å.

- Molar mass: 100.2 g mol⁻¹
- SMILES string: CCCCC(C)=O
- 2S+1: 1
- HOMO-LUMO gap: 10.64 eV
- Calculated total energy: -311.053678 Ha

Entry 3:
Molecular formula: C3H9OP
Method: DFT, ωB97M-V with the def2-TZVPD basis set

```
14
Properties=species:S:1:pos:R:3:forces:R:3:lowdin_charge:R:1
C -0.25370 -0.09431 -1.38864 1.051 -2.015 -0.988 -0.31
P 1.03436 0.11039 -0.28875 -2.521 1.942 0.558 0.78
C 1.12612 1.61473 0.47129 -0.127 -1.245 -0.753 -0.28
C 1.27080 -1.37516 0.75074 3.736 3.648 1.407 -0.22
H -0.30145 -0.99751 -2.08655 0.356 1.180 1.150 0.02
H -0.66712 0.77298 -1.86109 -0.083 0.566 -0.060 -0.02
H 1.26589 1.80852 1.49660 0.766 -0.582 1.189 -0.03
H 0.73871 2.51743 0.04990 -0.005 0.140 -1.060 -0.02
H 0.32649 -1.74288 0.83465 -2.317 -1.789 0.069 -0.01
H 2.09047 -1.91473 0.26739 -0.509 -0.580 0.612 0.04
H 1.57664 -0.90561 1.79881 -0.334 -1.285 -2.186 0.10
O -3.06478 0.07232 0.21185 1.642 -0.137 -1.179 -0.15
H -2.58579 -0.75688 -0.14325 -0.797 2.456 0.650 0.05
H -2.55664 0.89070 -0.11294 -0.857 -2.299 0.591 0.05
```
Positions in Å, forces in eV/Å.

- Molar mass: 92.1 g mol⁻¹
- SMILES string: C=P(=C)C.O
- 2S+1: 1
- HOMO-LUMO gap (spin up / spin down): 7.26 / 7.26 eV
- Calculated total energy: -536.156323 Ha

Entry 4:
Molecular formula: C23H30N2O5S
Method: DFT, ωB97M-V with the def2-TZVPD basis set

```
61
Properties=species:S:1:pos:R:3:forces:R:3:lowdin_charge:R:1
C 2.95845 -1.23250 -3.71791 -0.097 0.140 0.121 -0.04
C 2.10942 -0.37779 -2.76306 0.046 0.056 -0.243 -0.55
C 2.77779 0.99063 -2.61155 -0.126 -0.233 0.026 -0.05
C 0.71694 -0.15362 -3.36781 0.166 -0.009 0.092 -0.03
C 1.99483 -1.11711 -1.44016 0.036 0.059 0.011 -0.18
C 1.40860 -2.37703 -1.40007 0.037 0.079 0.052 -0.02
C 1.32293 -3.11927 -0.23521 0.026 -0.265 0.212 -0.01
C 1.83996 -2.60605 0.94519 0.256 0.280 -0.056 -0.28
O 1.82005 -3.21746 2.18020 0.057 0.366 -0.096 -0.06
C 1.27393 -4.50413 2.34391 -0.239 -0.429 0.180 -0.18
C -0.20335 -4.47069 2.78601 0.331 0.023 -0.284 -0.06
C -1.07417 -3.82215 1.72492 0.167 0.034 0.601 -0.48
O -1.75553 -4.45715 0.95462 -0.127 -0.201 -0.310 0.08
N -0.97966 -2.45655 1.74090 0.053 0.215 0.351 0.14
C -1.40007 -1.56875 0.75193 -0.230 0.286 -0.366 -0.20
C -2.35770 -1.90273 -0.20386 -0.023 -0.195 0.057 0.01
C -2.71631 -0.98717 -1.17752 0.113 0.239 0.045 -0.05
C -2.13296 0.26831 -1.21603 -0.085 0.044 -0.194 -0.07
C -1.18536 0.58859 -0.26335 0.297 0.310 -0.061 -0.27
S -0.42739 2.20499 -0.28855 -0.602 -0.210 0.263 0.68
O 0.81251 2.15427 0.43419 -0.151 -0.124 0.253 -0.28
O -0.41066 2.68913 -1.64003 -0.312 -0.026 -0.004 -0.28
N -1.56878 3.06981 0.59639 0.705 -0.453 -0.548 -0.22
C -2.28279 4.10778 -0.12218 -0.028 0.477 -0.406 -0.17
C -1.46725 5.40309 -0.14339 -0.209 -0.147 -0.193 -0.18
O -1.12714 5.81066 1.16391 -0.124 0.120 0.102 -0.13
C -0.37467 4.81966 1.82840 0.020 -0.259 0.186 -0.18
C -1.15126 3.50270 1.91563 0.392 0.238 0.408 -0.17
C -0.82010 -0.30066 0.72103 0.038 -0.145 0.109 0.00
C 2.42037 -1.34117 0.92489 -0.063 -0.317 0.224 -0.01
C 2.49471 -0.61208 -0.24479 -0.058 -0.104 -0.096 -0.02
H 3.11767 -0.70215 -4.65430 0.009 0.054 -0.139 0.08
H 3.92834 -1.44464 -3.27257 0.117 -0.044 0.020 0.09
H 2.47091 -2.17784 -3.94019 -0.036 -0.138 -0.047 0.08
H 3.79838 0.89150 -2.24831 0.131 0.046 0.061 0.09
H 2.21064 1.62281 -1.93224 0.024 0.121 0.075 0.06
H 2.80991 1.48435 -3.58060 0.010 0.052 -0.096 0.09
H 0.18148 0.59825 -2.79384 -0.089 0.016 -0.029 0.05
H 0.12797 -1.06702 -3.37781 -0.081 -0.111 -0.037 0.08
H 0.81321 0.20445 -4.39081 -0.013 0.068 -0.140 0.09
H 0.99839 -2.81236 -2.29872 -0.051 -0.026 -0.120 0.11
H 0.83958 -4.08359 -0.27359 -0.064 -0.081 0.025 0.11
H 1.38391 -5.10813 1.43885 0.035 0.041 0.068 0.13
H 1.86334 -4.96907 3.14133 -0.093 0.004 -0.175 0.13
H -0.28194 -3.92183 3.72556 0.017 -0.020 0.041 0.12
H -0.54149 -5.49569 2.93604 -0.058 0.069 -0.007 0.13
H -0.30278 -2.06588 2.38427 -0.085 -0.204 -0.082 0.14
H -2.79958 -2.88507 -0.18783 -0.014 0.003 0.010 0.10
H -3.45480 -1.26047 -1.91538 -0.061 -0.022 -0.069 0.11
H -2.38173 0.98929 -1.97724 -0.075 0.039 -0.162 0.11
H -2.45178 3.75456 -1.13759 -0.194 0.167 -0.008 0.11
H -3.24063 4.26855 0.38246 0.059 -0.039 -0.049 0.13
H -2.04309 6.22210 -0.57721 0.045 -0.078 -0.064 0.13
H -0.55709 5.23288 -0.73735 -0.075 0.078 0.018 0.13
H -0.16169 5.21557 2.82274 0.055 -0.087 -0.040 0.13
H 0.56743 4.63394 1.29202 -0.045 0.060 0.088 0.12
H -0.52061 2.72299 2.33883 -0.057 0.090 0.238 0.12
H -2.04937 3.63034 2.52830 0.068 -0.045 -0.039 0.13
H -0.05907 -0.01157 1.42869 0.137 -0.064 0.131 0.12
H 2.81638 -0.94266 1.84650 0.051 0.054 0.128 0.12
H 2.93870 0.36706 -0.20209 0.066 0.147 -0.036 0.10
```
Positions in Å, forces in eV/Å.

- Molar mass: 446.6 g mol⁻¹
- SMILES string: CC(C)(C)c1ccc(OCCC(=O)Nc2cccc(S(=O)(=O)N3CCOCC3)c2)cc1
- 2S+1: 1
- HOMO-LUMO gap: 8.92 eV
- Calculated total energy: -1778.333954 Ha

Entry 5:
Molecular formula: C4H3IN2
Method: DFT, ωB97M-V with the def2-TZVPD basis set

```
10
Properties=species:S:1:pos:R:3:forces:R:3:lowdin_charge:R:1
C -0.80855 -1.53406 0.29440 1.049 -0.224 -0.532 -0.44
C 1.10922 1.76610 0.51322 -4.011 3.115 1.330 -0.03
C 1.89119 0.90922 0.61514 3.790 -3.315 -0.584 -0.02
C -1.17300 0.05373 -1.43533 -0.579 0.367 -0.346 -0.53
N -0.75591 -2.04051 1.30535 -0.399 -1.112 2.105 0.20
N -0.52885 -0.95641 -0.86488 -0.886 1.501 -1.699 -0.15
I -2.94130 0.45471 -0.39408 -0.224 0.307 0.101 0.77
H 0.27578 2.33863 0.91165 0.529 0.078 -0.927 0.04
H 0.23640 -1.19815 -1.45630 1.010 -0.845 0.339 0.12
H 2.69503 0.20675 0.51084 -0.279 0.129 0.212 0.03
```
Positions in Å, forces in eV/Å.

- Molar mass: 206.0 g mol⁻¹
- 2S+1: 1
- HOMO-LUMO gap: 9.00 eV
- Calculated total energy: -561.218644 Ha